Entry 1:
A 11-piece molecular cluster, C8H40N2O11 overall, computed with the ωB97M-V functional and the def2-TZVPD basis.

```
! wB97M-V def2-TZVPD RIJCOSX def2/J DEFGRID3
* xyz 0 1
H -2.003 1.703 -0.248
H 4.102 -2.661 -0.489
O 5.288 1.105 -0.790
H 0.802 3.384 0.473
H -1.418 0.398 -1.813
C -1.359 3.231 0.735
H -1.250 2.963 1.786
H -2.947 -4.249 -0.768
H 0.029 1.990 -0.411
H 1.763 -2.053 -2.083
C -1.217 -4.630 1.356
O 1.787 -2.668 -2.816
H 1.444 1.379 2.409
H 1.027 -0.696 -0.209
H 1.031 -2.430 -3.352
H -2.711 2.956 -0.744
H -1.589 -5.566 0.938
O -1.452 -0.073 -0.980
C -0.076 3.016 -0.058
N -0.624 -2.377 0.720
N -2.497 2.498 0.130
O 3.455 -3.336 -0.288
H -3.596 -1.104 -2.531
H 3.247 -3.730 -1.135
H -0.996 7.334 0.725
H 3.942 -0.288 1.753
H -1.914 -4.381 2.156
O -0.749 5.443 1.422
H -1.931 6.968 2.164
H 2.533 -0.845 -0.273
H -0.265 -4.877 1.824
H -0.999 -2.022 1.589
H 1.019 -2.736 1.651
H 4.706 0.600 -0.221
H 2.235 1.748 -2.306
C -1.831 4.683 0.887
C -1.185 -3.649 0.294
H -0.094 3.682 -0.920
H 5.862 0.451 -1.188
O 1.750 -0.818 -0.824
O 1.168 0.703 1.790
C -3.652 -1.977 -1.881
H -4.311 -1.583 -1.108
H 1.685 0.345 -2.166
C -0.979 6.784 1.666
H -4.120 -2.789 -2.437
O 1.903 -2.836 2.005
H -1.906 -0.890 -1.185
H -0.161 7.235 2.226
H -1.926 5.164 -0.087
O 1.630 1.128 -2.713
H 2.862 0.555 1.109
H 2.462 -2.920 1.233
O 3.629 0.021 0.903
H -2.734 4.795 1.486
C -2.564 -3.327 -0.331
H 0.656 0.089 2.317
O -2.374 -2.452 -1.403
H -3.283 -2.964 0.404
H -0.506 -3.850 -0.534
H -0.795 -1.570 0.138
*
```

Computed properties:
structure (SMILES) = COC[C@H](C)N.COC[C@H](C)N.O.O.O.O.O.O.O.O.O
DFT total energy = -1265.89214 Ha
lowest unoccupied orbital energy = 0.120 eV
HOMO-LUMO gap = 9.62 eV
E_HOMO = -9.50 eV



Entry 2:
A 12-piece molecular cluster, C8H40O16 overall, computed with the ωB97M-V functional and the def2-TZVPD basis.

```
! wB97M-V def2-TZVPD RIJCOSX def2/J DEFGRID3
* xyz 0 1
C -3.810 0.150 -0.780
H 0.603 0.660 -5.024
O 2.636 3.071 0.564
H 2.261 -0.907 1.051
H 0.178 1.531 2.225
C -1.874 -2.150 1.977
H 0.623 -0.934 2.671
H -3.345 0.999 -1.284
H 3.789 4.857 0.573
H -3.532 2.710 1.316
H 2.923 5.568 2.921
H 3.072 1.425 -0.062
O 1.390 4.474 3.071
O -4.813 0.698 0.128
H 3.025 -2.805 0.205
O 0.449 -3.754 -0.159
O -0.857 -0.497 -3.440
O 0.196 2.359 1.721
H -5.894 -0.586 -3.094
H 2.743 0.129 -3.358
H -4.847 -1.667 -1.426
H -2.433 -3.079 1.895
H -1.663 -0.763 -2.943
H 0.829 -3.311 -0.917
H 1.694 2.800 0.684
O 1.825 -1.648 1.536
O 0.095 -0.024 -0.926
O 1.047 -2.360 -2.830
H 1.991 5.144 0.402
O -0.177 -0.968 3.248
H -5.563 0.951 -0.387
O -5.265 0.000 -2.630
H 0.899 -4.386 1.773
H 2.033 -4.826 0.446
H -2.642 3.908 1.784
O 2.888 0.452 -0.055
H 1.537 1.849 -4.753
H 1.265 -2.698 -3.700
H 0.214 -1.801 -2.929
H -0.278 -0.609 -0.237
C -0.767 -2.198 3.014
H 0.917 0.331 -0.519
H -0.688 -2.406 0.505
H -0.767 2.467 1.582
O 1.485 0.854 -4.740
C 2.617 4.600 2.462
H -3.575 -1.169 -2.544
O -1.419 -1.793 0.680
C 2.371 -2.912 1.098
C 2.757 4.508 0.914
H 3.228 0.086 -0.891
H 3.339 3.851 2.836
H -2.611 -1.375 2.292
C 1.402 -3.994 0.835
O 3.268 -0.334 -2.638
O -2.703 2.970 1.634
H 3.020 -3.359 1.863
H 0.040 -2.980 2.767
H -1.233 -2.488 3.986
H -0.281 -0.184 -2.731
C -4.362 -0.744 -1.862
H 2.819 -1.138 -2.423
H -2.996 -0.233 -0.204
H 0.927 3.681 2.830
*
```

Computed properties:
structure (SMILES) = OCCO.OCCO.OCCO.OCCO.O.O.O.O.O.O.O.O
DFT total energy = -1532.60549 Ha
lowest unoccupied orbital energy = 0.315 eV
HOMO-LUMO gap = 9.93 eV
E_HOMO = -9.62 eV



Entry 3:
C8H4AsF5N4OPdS4 as an isolated structure, computed with the ωB97M-V functional and the def2-TZVPD basis.

```
! wB97M-V def2-TZVPD RIJCOSX def2/J DEFGRID3
* xyz -2 3
C -2.544 -1.696 0.029
C 0.808 1.776 -0.543
N 0.316 -2.627 1.202
N -2.138 -2.218 1.165
C -1.796 2.908 -1.211
F -3.024 3.417 -1.496
H -4.421 -1.567 0.731
F -1.365 4.664 0.298
H -2.062 -0.813 -1.730
F 0.265 0.073 -2.141
C -1.338 1.749 -1.803
S 5.945 -3.675 3.068
H -4.275 -1.239 -0.949
H -0.802 -1.637 -0.992
F 1.038 3.668 0.911
F -2.143 1.102 -2.702
S 4.630 -2.153 -0.011
C -0.950 3.520 -0.292
O 1.922 1.288 -0.280
C -0.107 1.214 -1.495
C 0.279 2.994 0.024
C -0.826 -2.441 1.192
S 7.165 -1.140 2.437
S 3.516 -0.931 2.903
N -1.806 -1.547 -1.084
N -3.843 -1.291 -0.044
Pd 2.370 -1.464 0.774
As 5.185 -1.935 2.040
*
```

Computed properties:
DFT total energy = -5057.33621 Ha
lowest unoccupied orbital energy (spin up / spin down) = 4.017 / 4.016 eV
HOMO-LUMO gap (spin up / spin down) = 5.29 / 5.61 eV
E_HOMO (spin up / spin down) = -1.27 / -1.60 eV



Entry 4:
One molecule with the formula C8H4Cl4N2, computed with the ωB97M-V functional and the def2-TZVPD basis.

```
! wB97M-V def2-TZVPD RIJCOSX def2/J DEFGRID3
* xyz 0 1
Cl 0.618 -0.009 -2.410
Cl 1.608 0.080 1.858
H 2.234 0.976 -0.849
C -0.921 1.604 0.090
N 3.036 -2.314 -0.484
Cl -2.438 0.130 -1.869
C 2.240 -1.616 -0.044
C -0.142 -1.396 0.339
C -2.696 0.183 0.669
H -0.267 -1.929 -0.689
N -3.184 -0.342 1.567
Cl -0.883 -2.069 1.674
C 1.166 0.511 -0.756
C 1.179 -0.678 0.323
C -1.881 0.596 -0.342
H 1.153 2.332 0.274
H -1.226 2.277 0.779
C 0.404 1.664 -0.130
*
```

Computed properties:
DFT total energy = -2257.34303 Ha
lowest unoccupied orbital energy (spin up / spin down) = -1.106 / -1.775 eV
HOMO-LUMO gap (spin up / spin down) = 7.78 / 7.28 eV
E_HOMO (spin up / spin down) = -8.89 / -9.05 eV



Entry 5:
C8H4F5GaN3OS5SbSe as an isolated structure, computed with the ωB97M-V functional and the def2-TZVPD basis.

```
! wB97M-V def2-TZVPD RIJCOSX def2/J DEFGRID3
* xyz -2 1
H -1.465 2.198 -0.726
N -2.243 -0.318 -0.540
Se -4.573 0.983 -1.784
S 3.283 0.540 3.279
F -2.512 -4.648 -0.197
C -0.243 -3.989 -0.184
S 2.273 -0.384 -0.390
S -0.570 -2.737 -1.368
Sb 2.007 1.110 1.496
O -0.195 0.632 -2.052
S -0.303 0.407 1.644
C 0.161 1.808 -1.801
N 1.375 2.254 -2.187
H 2.005 1.486 -2.350
H -0.181 3.317 -0.527
F 0.412 -7.151 2.433
C 1.247 -5.327 1.205
F 2.066 -3.565 -0.028
Ga -0.084 -0.618 -0.403
C -1.057 -5.881 1.111
C 1.021 -4.279 0.335
S 2.144 3.340 0.927
F 2.476 -5.587 1.657
C -1.267 -4.830 0.240
N -0.644 2.639 -1.111
H 1.767 2.964 -1.584
F -2.076 -6.664 1.493
C 0.203 -6.131 1.599
C -3.162 0.195 -1.042
*
```

Computed properties:
DFT total energy = -7603.79315 Ha
lowest unoccupied orbital energy = 4.262 eV
HOMO-LUMO gap = 6.79 eV
E_HOMO = -2.53 eV



Entry 6:
C8H51ClI2N2O22 as an isolated structure, computed with the ωB97M-V functional and the def2-TZVPD basis.

```
! wB97M-V def2-TZVPD RIJCOSX def2/J DEFGRID3
* xyz 0 1
C 2.471 0.555 -0.261
O -2.389 -4.171 0.699
H -1.586 0.893 4.078
O -7.422 -5.901 2.194
H 8.829 -2.333 0.113
O -5.154 1.186 -2.806
H -4.117 2.570 -4.564
O 6.055 0.434 5.989
C -1.628 -1.411 -0.473
Cl -0.202 -1.789 1.617
H 5.982 0.428 6.949
H 0.615 1.211 1.833
O 8.183 -1.950 -0.487
O 1.933 -2.081 -3.895
H 2.613 -3.510 -0.935
I 1.177 1.962 -2.594
H 7.526 0.204 -0.280
H -6.899 -5.169 2.536
H 2.286 -2.395 -1.930
H -6.849 -6.837 -0.985
H -6.156 -6.241 0.226
H 6.617 -1.010 2.813
O 2.095 -2.706 -1.033
H 3.667 -0.511 1.108
H -5.209 -1.811 1.244
H 5.239 -0.001 5.676
H -4.589 -3.069 -0.109
H -5.906 0.993 -2.233
H 2.187 7.450 -1.567
O -5.487 -0.935 1.535
H 3.407 0.042 4.670
H 0.397 -1.628 -0.682
H 2.631 5.511 -3.945
O 3.923 -0.747 4.469
H -4.394 0.910 -2.285
H -0.620 -0.226 4.419
H 2.012 1.525 -6.660
H -4.699 -0.389 1.445
N -2.745 -1.619 -0.741
N -1.964 1.385 -1.637
C -1.132 0.988 -0.951
C 2.637 -0.219 1.009
O 2.001 2.101 -5.892
C -0.256 1.206 1.217
C -0.049 0.472 -0.112
O 5.890 -0.534 2.402
H 7.340 -2.074 -0.037
O 7.443 0.789 0.485
H -1.116 0.815 1.719
H -6.352 1.192 -4.685
H 8.053 1.510 0.306
H 6.317 0.022 1.728
H -3.360 3.108 1.598
O -3.381 2.738 -5.163
H -7.699 1.691 -5.190
H 2.403 0.364 1.883
O -5.205 -3.748 0.191
O 3.224 4.763 -4.086
H 2.539 2.858 -6.151
O -3.755 2.264 1.357
H 2.074 -1.132 0.942
H -7.102 1.034 0.607
H 6.120 3.742 6.312
H -2.825 -4.091 1.552
H -7.684 -6.397 2.974
H -5.138 -4.429 -0.491
H 2.683 3.994 -3.883
H 4.528 -0.469 3.759
O -6.049 -6.377 -0.723
H 1.878 -1.250 -4.379
O -7.010 1.645 -0.131
H 1.350 -2.679 -4.372
C -0.279 -1.093 -0.035
H -6.512 2.383 0.234
C 1.288 0.853 -0.772
H -3.359 2.053 0.503
I 4.290 1.171 -1.155
H -1.629 -3.582 0.771
H 3.451 6.932 -2.238
H -2.620 2.434 -4.664
H 5.621 2.343 5.949
O -0.647 0.697 4.150
H -0.504 2.221 0.947
O -7.140 0.910 -5.165
O 5.340 3.185 6.346
O 2.504 6.776 -2.174
*
```

Computed properties:
DFT total energy = -3155.72743 Ha
lowest unoccupied orbital energy = -0.396 eV
HOMO-LUMO gap = 8.81 eV
E_HOMO = -9.21 eV



Entry 7:
C8H5Cl2GdNO3SY as an isolated structure, computed with the ωB97M-V functional and the def2-TZVPD basis.

```
! wB97M-V def2-TZVPD RIJCOSX def2/J DEFGRID3
* xyz 4 8
H -0.097 1.747 4.340
Cl 0.501 1.680 -1.623
S -0.624 -1.715 0.242
C -0.173 -1.914 -5.836
N -1.241 -1.019 2.763
C 0.925 0.745 2.741
C -1.205 0.052 3.670
C 0.964 -0.418 1.956
Cl -1.483 -2.572 -3.104
H 1.716 1.484 2.670
C -0.162 0.959 3.649
O 2.656 2.602 -0.001
O 0.723 -2.307 -6.432
O 0.742 1.246 -5.990
H -2.021 0.044 4.410
C -0.101 0.670 -5.430
H 1.750 -0.604 1.212
H -2.071 -1.574 2.685
Gd -0.483 0.905 0.612
C 1.765 2.067 0.489
Y -1.871 -0.900 -4.843
C -0.207 -1.177 1.819
*
```

Computed properties:
DFT total energy = -2709.22699 Ha
lowest unoccupied orbital energy (spin up / spin down) = -15.618 / -16.419 eV
HOMO-LUMO gap (spin up / spin down) = 7.05 / 6.12 eV
E_HOMO (spin up / spin down) = -22.67 / -22.54 eV



Entry 8:
C8H5Cl2NO3Rh2 as an isolated structure, computed with the ωB97M-V functional and the def2-TZVPD basis.

```
! wB97M-V def2-TZVPD RIJCOSX def2/J DEFGRID3
* xyz 4 9
H 2.297 -1.400 4.761
C -1.917 -1.476 1.253
C 1.345 1.791 3.619
H 0.381 2.025 1.674
C 1.216 -0.937 2.959
C 0.743 1.315 2.445
C 1.860 -0.582 4.150
H 1.456 2.844 3.866
C 1.883 0.791 4.479
O 4.041 2.343 -4.284
C 1.112 0.041 -5.211
Cl -0.788 -1.299 -1.559
H 2.225 1.054 5.526
C 3.133 1.573 -4.133
O -2.997 -2.025 1.430
N 0.651 -0.016 2.126
Cl 2.163 0.696 -1.288
H 1.209 -1.918 2.496
O 0.354 -0.281 -6.123
Rh 1.878 0.443 -3.629
Rh -0.434 -0.739 0.645
*
```

Computed properties:
DFT total energy = -1727.58198 Ha
lowest unoccupied orbital energy (spin up / spin down) = -15.324 / -19.572 eV
HOMO-LUMO gap (spin up / spin down) = 6.92 / 5.09 eV
E_HOMO (spin up / spin down) = -22.24 / -24.67 eV